Record 1
Entry from OMol25: a single C19H18NO2P molecule (ωB97M-V with the def2-TZVPD basis set).

## Properties
- structure (SMILES) = [H]/N=C/Cc1ccc(P(C)CC)c2c1C(=O)c1ccccc1C2=O

CARTESIAN COORDINATES (ANGSTROEM)
C  4.69576  -0.10888  0.44773
C  3.29103  -0.49200  0.91126
P  2.59001  -1.90074  -0.06893
C  2.96551  -1.51630  -1.83386
C  0.76719  -1.64138  0.08799
C  0.08579  -2.75612  0.58317
C  -1.28104  -2.74604  0.80593
C  -2.04682  -1.62006  0.54710
C  -3.53508  -1.67452  0.75682
C  -4.30327  -1.94649  -0.50404
N  -3.75183  -2.44499  -1.52487
C  -1.39025  -0.47396  0.08413
C  -0.00113  -0.47846  -0.16358
C  0.59165  0.79271  -0.68519
O  1.53999  0.82959  -1.43480
C  -0.05102  2.05106  -0.21588
C  0.69395  3.21889  -0.09701
C  0.07686  4.37025  0.36932
C  -1.28125  4.36484  0.68115
C  -2.03392  3.21207  0.52264
C  -1.40873  2.05021  0.08548
C  -2.16632  0.78796  -0.12425
O  -3.34623  0.80122  -0.40815
H  4.67264  0.56490  -0.40585
H  5.22804  0.39885  1.25343
H  5.27627  -0.99677  0.19211
H  3.35256  -0.88307  1.92923
H  2.64113  0.37549  0.94664
H  2.05794  -1.38277  -2.41544
H  3.57687  -2.31793  -2.24060
H  3.51747  -0.58280  -1.89473
H  0.66350  -3.64537  0.79963
H  -1.77183  -3.63595  1.17918
H  -3.75984  -2.47817  1.46471
H  -3.90252  -0.75499  1.21174
H  -5.37095  -1.71501  -0.46635
H  -4.43655  -2.57620  -2.26636
H  1.74241  3.20630  -0.36290
H  0.65267  5.27882  0.48373
H  -1.74576  5.27270  1.04114
H  -3.09491  3.19313  0.72852

=====

Record 2
Entry from OMol25: a molecular structure, C22H42N11O4PRbSSbSe4 (ωB97M-V with the def2-TZVPD basis set).

## Properties
- relative energy (zero: lowest compared OMol25 entry of this formula, charge and spin) (kcal per mole) = 63.4
- total charge = -2

CARTESIAN COORDINATES (ANGSTROEM)
Rb  0.07768  -0.07135  -1.05669
O  1.23595  -2.39261  -0.73461
N  1.34351  -3.03449  -1.79177
N  2.45242  -2.83735  -2.42215
O  3.41339  -2.06214  -2.01008
C  2.62124  -3.54061  -3.64798
C  3.84337  -3.42162  -4.29642
C  4.05916  -4.08982  -5.49350
C  3.06382  -4.87431  -6.05261
C  1.84090  -4.98134  -5.40050
C  1.60895  -4.32164  -4.20577
H  4.59297  -2.79421  -3.83936
H  5.01487  -3.98863  -5.99417
H  3.23048  -5.39014  -6.99009
H  1.04898  -5.58094  -5.83254
H  0.65518  -4.39521  -3.70733
Se  -2.03995  3.14908  5.81594
Sb  -2.31157  4.36850  3.64485
Se  -4.96523  2.98641  0.98778
Se  -3.02437  2.28531  2.18475
Se  0.08944  5.09866  2.94538
C  1.18943  2.22666  5.00969
N  1.06928  1.94098  3.58555
C  0.12997  1.08065  3.09329
N  -0.73954  0.51295  3.99774
O  0.11296  0.76977  1.89733
H  2.14451  2.73065  5.16588
H  1.19217  1.28799  5.56807
H  0.38457  2.86895  5.38634
H  1.13322  2.80879  3.02250
H  -1.07666  1.18767  4.68672
H  -1.52300  0.10956  3.50367
C  2.61369  5.30820  -2.45653
C  1.72693  5.50580  -1.22917
C  1.90099  4.40846  -0.18625
S  0.94287  2.90320  -0.41971
O  0.96758  2.53095  -1.90642
C  -0.68828  3.45903  0.01687
C  -1.65021  3.91417  -1.07607
C  -2.42924  2.76528  -1.69787
H  2.41903  6.06766  -3.21950
H  2.45531  4.32222  -2.89613
H  3.67053  5.38832  -2.18306
H  0.67685  5.56562  -1.51903
H  1.95396  6.46205  -0.75211
H  1.58401  4.73500  0.81722
H  2.94948  4.09235  -0.12842
H  -0.51257  4.21588  0.79553
H  -1.13833  2.63038  0.57456
H  -1.14573  4.51719  -1.83649
H  -2.36793  4.57352  -0.58065
H  -1.76653  2.02160  -2.14215
H  -3.11388  3.11865  -2.47529
H  -3.04832  2.29970  -0.92607
N  -1.22139  4.42596  -5.84950
C  -0.82461  3.35603  -5.07647
N  0.14740  3.58191  -4.18789
N  -1.39321  2.20689  -5.34586
C  -1.02821  1.16114  -4.62136
N  -0.75122  0.21918  -4.00721
H  -1.21711  5.32042  -5.38778
H  -2.07771  4.23224  -6.34332
H  0.43232  4.53469  -4.03922
H  0.34965  2.96429  -3.38278
C  6.12313  -1.10183  1.14436
N  5.84107  0.37361  0.81960
C  5.44429  1.07494  2.13758
N  4.36969  0.41229  2.75958
C  4.70633  -0.97646  3.02539
N  5.03251  -1.71472  1.80520
C  3.86470  -1.86855  0.90849
P  3.15062  -0.26523  0.31345
C  4.75616  0.50009  -0.21799
C  3.11539  0.53209  1.98422
H  7.01102  -1.09195  1.78014
H  6.33384  -1.59215  0.19446
H  6.69870  0.79469  0.47060
H  5.18371  2.10070  1.87831
H  6.34269  1.04957  2.75792
H  3.85948  -1.45540  3.51305
H  5.57079  -1.01085  3.69522
H  3.07317  -2.40430  1.43312
H  4.13055  -2.45683  0.03209
H  4.61050  1.56277  -0.42002
H  5.10509  0.00706  -1.12809
H  2.30674  0.07106  2.54900
H  2.82568  1.58272  1.91765

=====

Record 3
Entry from OMol25: 2 unconnected molecules or ions with the total composition C23H30N5 in a non-equilibrium geometry (ωB97M-V with the def2-TZVPD basis set).

## Properties
- total charge = +1

CARTESIAN COORDINATES (ANGSTROEM)
C  2.13331  0.22813  2.42657
C  1.13144  0.78561  2.08327
C  -0.25490  1.08000  1.70551
C  -0.60155  0.42752  0.32202
C  0.15602  1.21922  -0.74834
N  0.00468  0.72263  -2.12327
C  -2.10925  0.45084  0.25480
C  -3.01023  1.63361  0.27378
C  -3.70296  1.94102  -0.90345
C  -4.53644  3.04873  -0.89630
C  -4.63344  3.78320  0.27875
N  -3.97274  3.53585  1.40801
C  -3.18885  2.46519  1.37407
N  -2.69773  -0.68965  0.20359
C  -1.73427  -1.84213  0.18125
N  -1.91103  -2.78658  -0.87738
C  -2.73333  -3.75837  -0.64773
C  -2.26533  -5.07371  -0.10224
C  -4.22131  -3.58183  -0.89894
C  -0.38270  -1.14310  0.39052
C  0.89300  -1.76031  -0.20233
N  0.77494  -2.18901  -1.60680
H  2.96424  -0.12655  2.99492
H  -0.35022  2.16830  1.66685
H  -0.94887  0.67129  2.44582
H  1.21912  1.24141  -0.50206
H  -0.22406  2.24876  -0.69752
H  0.90320  0.36211  -2.41082
H  -0.63971  -0.05725  -2.17313
H  -3.59763  1.34344  -1.80345
H  -5.09984  3.33558  -1.77310
H  -5.30072  4.64158  0.28085
H  -2.64380  2.22530  2.28509
H  -3.70824  -0.75121  0.15662
H  -1.90615  -2.40568  1.10680
H  -3.13671  -5.60171  0.29926
H  -1.57808  -4.90770  0.73157
H  -1.82208  -5.71741  -0.86405
H  -4.66925  -4.56300  -1.06236
H  -4.39519  -2.90441  -1.73061
H  -4.62720  -3.16810  0.03655
H  -0.22077  -1.26732  1.46867
H  1.27194  -2.53373  0.47171
H  1.65249  -0.97315  -0.17360
H  0.73408  -3.20281  -1.60724
H  1.65291  -1.99918  -2.08054
C  7.28921  2.03807  -0.24496
C  6.32319  2.12999  -1.23731
C  4.97822  2.04107  -0.90661
C  4.59927  1.86903  0.41828
C  5.56557  1.78088  1.41062
C  6.91073  1.86127  1.07888
H  8.33801  2.10463  -0.50317
H  6.61902  2.27074  -2.26894
H  4.22492  2.10725  -1.68245
H  3.55011  1.80452  0.67744
H  5.27034  1.64933  2.44458
H  7.66456  1.78777  1.85199

=====

Record 4
Entry from OMol25: 2 unconnected molecules or ions with the total composition C24H19N2O4S in a non-equilibrium geometry (ωB97M-V with the def2-TZVPD basis set).

## Properties
- total charge = -1

CARTESIAN COORDINATES (ANGSTROEM)
S  -0.47397  -0.47392  -2.75762
C  1.01147  -1.14232  -3.05430
C  2.12998  -0.33761  -3.45932
C  3.36574  -0.90827  -3.65383
C  3.53540  -2.30370  -3.48081
N  4.81111  -2.89018  -3.68903
O  4.92404  -4.13294  -3.57823
O  5.77270  -2.14113  -3.98013
C  2.44134  -3.11661  -3.10061
C  1.20464  -2.55509  -2.90037
H  1.98616  0.73356  -3.59055
H  4.23737  -0.32082  -3.93387
H  2.61966  -4.17912  -2.95515
H  0.35933  -3.17021  -2.59651
C  -6.63611  0.88660  1.01899
N  -5.47572  1.06074  1.86507
C  -5.65267  2.01942  2.93331
C  -4.22280  0.51795  1.55543
C  -3.33688  1.22028  0.70872
C  -2.08814  0.70814  0.42729
C  -1.65936  -0.52469  0.97450
C  -0.32889  -1.02902  0.72503
C  0.79819  -0.26951  0.73942
C  2.15722  -0.81208  0.43457
O  2.44538  -1.92718  0.01412
C  3.10730  0.29556  0.73477
C  2.40957  1.42419  1.17684
C  3.06653  2.60190  1.51353
C  4.45897  2.64486  1.39517
C  5.17080  1.50507  0.95669
C  4.49454  0.32237  0.62902
C  0.94837  1.15132  1.20727
O  0.10460  1.96979  1.55481
C  -2.57291  -1.24818  1.78566
C  -3.81912  -0.73202  2.09093
H  -6.39650  0.21069  0.19135
H  -7.46214  0.46488  1.60862
H  -6.97281  1.85521  0.62016
H  -4.70666  2.15223  3.46899
H  -5.99082  2.98673  2.53332
H  -6.42144  1.65820  3.63049
H  -3.64913  2.17651  0.28274
H  -1.44472  1.24748  -0.26616
H  -0.21120  -2.10748  0.60805
H  2.47353  3.44759  1.85666
H  4.99726  3.56027  1.64618
H  6.25784  1.55031  0.87740
H  5.00528  -0.58033  0.29833
H  -2.24924  -2.20831  2.19397
H  -4.52309  -1.26113  2.73908

=====

Record 5
Entry from OMol25: 3 unconnected molecules or ions with the total composition C3H11O3S2 (ωB97M-V with the def2-TZVPD basis set).

## Properties
- relative energy (zero: lowest compared OMol25 entry of this formula, charge and spin) (kcal per mole) = 19.0
- total charge = -1

CARTESIAN COORDINATES (ANGSTROEM)
C  2.30061  -1.43381  0.76464
C  1.27159  -1.78353  1.84719
O  1.88302  -2.49572  2.94009
C  2.07994  -0.07885  0.12711
S  0.60075  -0.13021  -0.97738
S  -0.80576  1.06661  -0.14797
H  2.20125  -2.20516  -0.00206
H  3.28070  -1.56909  1.21940
H  0.86238  -0.87012  2.29699
H  0.45353  -2.38288  1.47943
H  2.94652  0.26102  -0.45456
H  1.80246  0.66444  0.87174
H  -2.15304  3.39975  -1.10768
H  -2.01254  3.24459  -2.56494
H  2.36853  -3.21474  2.52268
O  -2.58217  3.70989  -1.92591
H  -4.09819  0.12351  -1.55816
H  -2.96636  -0.61706  -0.79496
O  -3.68923  -0.74083  -1.43142

=====

no.,E_tot (a.u.),HOMO level (eV)
1,-1281.40328,-8.28
2,-12376.38079,-0.09
3,-1167.79732,-11.14
4,-1734.57469,-3.63
5,-1143.04997,-2.75